# 1
The following is a DFT calculation (wB97M-V/def2-TZVPD) of C20H43ErO2P3 as an isolated structure.

Each line ends with the Mulliken charge.
Positions of all 69 atoms, in Å:
1 Er 0.039 -0.281 0.465  0.387
2 P -0.515 -1.836 -2.404  0.843
3 P 2.603 -0.344 -0.058  1.264
4 P -1.267 1.544 -1.248  0.947
5 H -1.219 -0.578 3.023  0.536
6 C -2.052 -0.068 2.488  -0.517
7 C -2.935 -0.667 1.674  -0.539
8 H -2.981 -1.730 1.457  0.232
9 C -0.150 -3.630 -2.570  -1.319
10 C 0.528 -1.220 -3.788  -1.177
11 C -2.177 -1.846 -3.210  -1.334
12 C 3.352 0.305 1.485  -1.105
13 C 3.559 -1.903 -0.402  -1.261
14 C 3.252 0.858 -1.256  -1.489
15 C -3.109 1.417 -1.458  -1.123
16 C -0.979 1.701 -3.097  -1.432
17 C -1.041 3.294 -0.669  -1.118
18 H -2.224 0.961 2.825  0.200
19 H -3.640 -0.059 1.132  0.285
20 H -0.768 -4.236 -1.892  0.378
21 H 0.911 -3.790 -2.345  0.280
22 H -0.339 -3.918 -3.611  0.496
23 H 1.586 -1.395 -3.540  0.351
24 H 0.357 -0.146 -3.906  0.227
25 H 0.284 -1.731 -4.734  0.451
26 H -2.924 -2.127 -2.455  0.293
27 H -2.231 -2.579 -4.029  0.490
28 H -2.444 -0.863 -3.615  0.355
29 H 3.838 1.245 1.226  0.452
30 H 4.118 -0.406 1.821  0.498
31 H 2.672 0.494 2.339  0.126
32 H 4.573 -1.606 -0.730  0.442
33 H 3.088 -2.514 -1.182  0.299
34 H 3.631 -2.517 0.508  0.426
35 H 4.342 0.870 -1.182  0.510
36 H 2.848 1.836 -0.989  0.448
37 H 2.936 0.600 -2.272  0.329
38 H -3.501 2.411 -1.762  0.463
39 H -3.601 1.102 -0.523  0.163
40 H -3.340 0.673 -2.244  0.265
41 H -1.362 2.684 -3.471  0.484
42 H -1.475 0.878 -3.647  0.447
43 H 0.108 1.657 -3.277  0.364
44 H -1.804 3.961 -1.101  0.514
45 H -0.038 3.670 -0.913  0.375
46 H -1.105 3.333 0.426  0.080
47 C 0.319 2.812 2.665  1.314
48 C 1.464 3.167 3.390  -0.556
49 C 1.539 4.417 4.030  -0.742
50 C 0.389 5.223 4.075  -0.550
51 C -0.788 4.833 3.391  -1.064
52 C -0.815 3.603 2.691  -0.219
53 O 0.375 1.548 1.929  -0.108
54 H 0.935 0.964 2.590  0.244
55 H 2.299 2.461 3.437  0.227
56 H 2.483 4.742 4.512  0.404
57 H 0.441 6.132 4.682  0.410
58 H -1.642 5.494 3.463  0.424
59 H -1.769 3.361 2.251  0.400
60 C -1.766 -4.140 0.837  -1.236
61 C -0.353 -3.654 0.840  0.868
62 C 0.768 -4.610 1.095  -1.136
63 O -0.067 -2.413 0.714  -0.145
64 H -1.768 -5.223 0.634  0.474
65 H -2.361 -3.584 0.080  0.258
66 H -2.180 -4.037 1.862  0.416
67 H 1.700 -4.336 0.545  0.243
68 H 0.988 -4.645 2.185  0.349
69 H 0.406 -5.619 0.815  0.435

Properties
Relative energy (zero: lowest compared OMol25 entry of this formula, charge and spin), kcal/mol: 3.7
Net charge: +3
HOMO level (spin up / spin down), Eh: -0.6232 / -0.6233
Multiplicity: 4
E, hartree: -2976.5032

# 2
The following is a DFT calculation (wB97M-V/def2-TZVPD) of C18H10AsCl2F6N4O2Ti as an isolated structure.

Each line ends with the Mulliken charge.
Positions of all 44 atoms, in Å:
1 Ti 0.072 -0.258 0.276  0.667
2 Cl -3.113 5.735 -0.913  -0.214
3 C -1.877 4.534 -0.747  0.142
4 C -2.261 3.198 -0.704  -0.759
5 C -1.285 2.224 -0.567  0.135
6 N -1.478 0.830 -0.497  0.251
7 C -2.679 0.245 -0.709  0.049
8 O -3.759 0.759 -0.942  -0.731
9 C -2.581 -1.264 -0.656  0.400
10 C -3.701 -2.049 -0.853  -0.649
11 C -3.558 -3.425 -0.805  -0.298
12 C -2.306 -3.968 -0.552  -0.935
13 C -1.241 -3.111 -0.351  0.213
14 N -1.373 -1.784 -0.411  0.318
15 C 0.069 2.589 -0.481  -0.234
16 C 0.444 3.921 -0.521  -0.706
17 C -0.542 4.892 -0.653  0.119
18 Cl -0.057 6.553 -0.695  -0.211
19 N 0.920 1.475 -0.360  0.402
20 C 2.253 1.540 -0.560  -0.061
21 O 2.962 2.509 -0.764  -0.726
22 C 2.885 0.162 -0.543  0.457
23 C 4.253 0.015 -0.671  -0.653
24 C 4.782 -1.264 -0.672  -0.275
25 C 3.931 -2.352 -0.535  -0.921
26 C 2.578 -2.118 -0.392  0.277
27 N 2.062 -0.886 -0.399  0.179
28 H -3.303 2.936 -0.776  0.669
29 H -4.645 -1.557 -1.037  0.491
30 H -4.413 -4.070 -0.958  0.434
31 H -2.153 -5.036 -0.498  0.421
32 H -0.257 -3.493 -0.117  0.289
33 H 1.480 4.209 -0.457  0.620
34 H 4.856 0.906 -0.772  0.497
35 H 5.849 -1.414 -0.773  0.440
36 H 4.305 -3.365 -0.527  0.433
37 H 1.882 -2.935 -0.254  0.206
38 F 0.346 -1.819 1.823  -0.470
39 As 0.144 -0.698 3.262  2.019
40 F -0.997 -1.759 3.928  -0.460
41 F -1.091 -0.020 2.151  -0.476
42 F -0.083 0.531 4.394  -0.442
43 F 1.213 0.303 2.253  -0.446
44 F 1.469 -1.420 4.033  -0.459

Properties
HOMO level (spin up / spin down), Eh: -0.2900 / -0.2896
Multiplicity: 2
E, hartree: -5666.5889

# 3
The following is a DFT calculation (wB97M-V/def2-TZVPD) of C7H12BrN3RbSbSe4 as an isolated structure.

Each line ends with the Mulliken charge.
Positions of all 29 atoms, in Å:
1 Rb 2.061 -0.206 -0.181  0.643
2 N 0.017 -1.558 -2.229  -0.363
3 C -1.222 -1.975 -1.557  -0.440
4 C -0.941 -2.514 -0.156  -0.520
5 N -0.402 -1.497 0.726  -0.192
6 H -0.049 -1.653 -3.233  0.182
7 H 0.783 -2.156 -1.921  0.159
8 H -1.755 -2.756 -2.121  0.292
9 H -1.891 -1.108 -1.489  0.208
10 H -0.189 -3.305 -0.234  0.215
11 H -1.856 -2.983 0.237  0.309
12 H 0.365 -1.877 1.282  0.003
13 H -1.094 -1.117 1.356  0.140
14 Se 5.887 -1.940 2.130  -0.775
15 Sb 3.513 -2.366 2.512  0.647
16 Se 2.432 -0.126 2.974  -0.822
17 Se 2.590 -3.297 0.351  -0.863
18 Se 2.811 -3.902 4.272  -0.808
19 Br -2.743 5.726 0.079  -0.204
20 C -1.640 4.188 -0.125  0.360
21 C -1.565 3.560 -1.359  -0.434
22 C -0.739 2.452 -1.453  -0.431
23 N -0.031 1.975 -0.437  -0.009
24 C -0.129 2.583 0.742  -0.170
25 C -0.922 3.702 0.953  -0.552
26 H -2.123 3.917 -2.211  0.399
27 H -0.649 1.913 -2.390  0.361
28 H 0.451 2.153 1.555  0.252
29 H -0.969 4.168 1.926  0.414

Properties
Relative energy (zero: lowest compared OMol25 entry of this formula, charge and spin), kcal/mol: 14.1
Net charge: -2
HOMO level, Eh: -0.0112
E, hartree: -12882.4014

# 4
The following is a DFT calculation (wB97M-V/def2-TZVPD) of a 2-piece molecular cluster, C5H14NS overall.

Each line ends with the Mulliken charge.
Positions of all 21 atoms, in Å:
1 C -1.157 1.527 -0.690  -1.593
2 C -0.326 -2.245 -0.016  -1.299
3 C 2.932 1.097 -0.046  -0.750
4 C -0.949 0.054 -1.028  -0.123
5 C -0.654 -0.814 0.134  0.017
6 N -1.141 -0.380 1.447  -0.104
7 S 1.859 0.339 1.161  -0.116
8 H -2.096 1.702 -0.165  0.471
9 H -0.319 1.904 -0.106  0.393
10 H -1.203 2.106 -1.608  0.351
11 H -0.575 -2.816 0.874  0.421
12 H 0.738 -2.394 -0.209  0.273
13 H -0.845 -2.672 -0.876  0.375
14 H 3.067 2.145 0.213  0.312
15 H 2.467 1.010 -1.026  0.217
16 H 3.889 0.579 -0.043  0.329
17 H -1.832 -0.326 -1.562  0.378
18 H -0.122 -0.047 -1.739  0.336
19 H -0.398 -0.508 2.151  0.398
20 H -1.349 0.631 1.385  0.334
21 H -1.986 -0.891 1.749  0.380

Properties
Relative energy (zero: lowest compared OMol25 entry of this formula, charge and spin), kcal/mol: 76.8
Net charge: +1
HOMO level (spin up / spin down), Eh: -0.4475 / -0.4475
E, hartree: -651.4902